This record from the Open Molecules 2025 dataset describes a molecular structure, C40H39F3N5O3PSSbTi. The level of theory is wB97M-V/def2-TZVPD.

Last column: Mulliken charge in e.
CARTESIAN COORDINATES (ANGSTROEM)
Ti -0.40 1.33 0.11  0.8410
N 2.18 1.71 2.15  0.7585
P 2.25 0.88 0.67  0.0935
C 3.19 -0.62 1.08  1.0752
C 3.57 -0.93 2.38  -0.5002
C 4.34 -2.05 2.63  -0.8348
C 4.75 -2.87 1.59  -0.6509
C 4.35 -2.58 0.29  -0.8358
C 3.57 -1.46 0.04  -0.1197
C 3.36 1.89 -0.34  0.6950
C 3.51 1.51 -1.67  -0.2576
C 4.34 2.24 -2.51  -0.8177
C 5.00 3.36 -2.03  -0.6369
C 4.83 3.76 -0.71  -0.7471
C 4.01 3.03 0.13  -0.5237
C 1.04 1.86 2.90  -0.0525
C 1.12 2.42 4.19  -1.0415
C -0.01 2.47 4.97  -0.4771
C -1.21 1.98 4.47  -1.3522
C -1.23 1.49 3.18  -0.2114
N -0.13 1.44 2.41  0.8321
H 3.02 2.03 2.60  0.4094
H 3.26 -0.31 3.21  0.3559
H 4.63 -2.28 3.65  0.4538
H 5.36 -3.74 1.79  0.4347
H 4.65 -3.22 -0.53  0.4716
H 3.28 -1.25 -0.98  0.1692
H 2.97 0.67 -2.07  0.1280
H 4.46 1.94 -3.54  0.4542
H 5.65 3.93 -2.69  0.4001
H 5.33 4.64 -0.34  0.4283
H 3.86 3.37 1.14  0.2985
H 2.08 2.78 4.55  0.4834
H 0.04 2.89 5.97  0.4457
H -2.12 1.99 5.06  0.5206
H -2.13 1.11 2.73  0.3587
C -3.11 0.32 -2.38  -1.0915
N -3.20 1.77 -2.48  0.1882
C -2.74 2.30 -3.76  -1.2258
C -3.30 2.54 -1.37  0.1382
S -2.95 1.89 0.19  -0.6133
N -3.75 3.79 -1.48  0.3122
C -4.62 4.23 -2.55  -1.1987
C -3.52 4.79 -0.44  -1.0846
H -3.52 -0.10 -3.30  0.4180
H -3.69 -0.04 -1.53  0.4990
H -2.07 0.01 -2.28  0.1233
H -1.87 1.72 -4.07  0.3216
H -2.41 3.33 -3.64  0.4516
H -3.52 2.23 -4.52  0.3529
H -5.05 3.37 -3.05  0.3614
H -4.10 4.86 -3.28  0.3758
H -5.43 4.81 -2.11  0.4086
H -2.64 4.54 0.13  0.3130
H -4.39 4.85 0.23  0.3467
H -3.38 5.75 -0.93  0.3970
O -0.76 3.80 -1.94  -0.6057
N -0.12 3.00 -1.36  1.0517
O 0.51 3.24 -0.28  -0.5300
O 0.08 1.79 -1.87  -0.4771
F -6.44 -4.01 -0.46  -0.3321
C -5.21 -3.50 -0.35  0.2516
C -4.31 -3.68 -1.39  -0.8226
C -3.04 -3.15 -1.25  -0.2231
C -2.67 -2.45 -0.11  0.5215
C -3.60 -2.29 0.91  -0.4730
C -4.87 -2.81 0.80  -0.6455
Sb -0.76 -1.54 0.07  1.2988
C 0.30 -2.44 -1.53  0.4983
C 0.41 -3.82 -1.68  -0.5832
C 1.14 -4.37 -2.73  -0.8432
C 1.75 -3.50 -3.62  0.2020
F 2.45 -4.01 -4.64  -0.3501
C 1.64 -2.13 -3.52  -0.5379
C 0.91 -1.61 -2.46  -0.7022
C 0.05 -2.51 1.79  0.7723
C 0.95 -3.57 1.74  -0.3422
C 1.43 -4.15 2.91  -0.8559
C 1.00 -3.64 4.12  0.2972
F 1.47 -4.19 5.25  -0.3571
C 0.11 -2.59 4.21  -0.8679
C -0.36 -2.03 3.03  -0.3874
H -4.61 -4.23 -2.27  0.4783
H -2.33 -3.29 -2.06  0.4507
H -3.34 -1.74 1.81  0.3017
H -5.61 -2.69 1.59  0.4785
H -0.08 -4.50 -0.99  0.5782
H 1.24 -5.43 -2.86  0.4871
H 2.11 -1.49 -4.25  0.5053
H 0.82 -0.53 -2.37  0.3792
H 1.31 -3.95 0.79  0.3815
H 2.13 -4.97 2.88  0.4946
H -0.20 -2.22 5.17  0.5229
H -1.05 -1.20 3.10  0.1427

Properties
Frontier orbital gap (alpha / beta) ... 7.62 / 8.67 eV
Multiplicity ... 3
Relative energy (zero: lowest compared OMol25 entry of this formula, charge and spin) ... 0.000 eV
E ... -4175.78148 Ha
Net charge ... +1

---

This record from the Open Molecules 2025 dataset describes C7H8O in the gas phase. The level of theory is wB97M-V/def2-TZVPD.

Last column: Mulliken charge in e.
CARTESIAN COORDINATES (ANGSTROEM)
C -1.98 -0.17 -0.04  -0.3719
C 0.01 -0.91 0.30  0.0706
C 1.15 -1.44 -0.04  -0.6040
C 2.15 -0.36 -0.21  -0.3049
C 1.57 0.81 0.10  -1.0927
C -1.05 0.99 -0.30  -0.6577
C 0.21 0.54 0.44  0.6844
H -2.55 -0.20 0.96  0.2444
H -2.67 -0.34 -0.85  0.2977
H -0.88 0.96 -1.38  0.2928
H 1.35 -2.54 -0.24  0.3450
H 3.19 -0.51 -0.40  0.4545
H 2.13 1.72 0.15  0.4128
H -1.44 1.96 -0.05  0.3580
H 0.06 0.90 1.49  0.2785
O -1.25 -1.41 0.07  -0.4074

Properties
Structure (SMILES) ... C1=C[C@H]2CCOC2=C1
Frontier orbital gap ... 8.98 eV
Multiplicity ... 1
Relative energy (zero: lowest compared OMol25 entry of this formula, charge and spin) ... 2.334 eV
E ... -346.68973 Ha

---

This record from the Open Molecules 2025 dataset describes C21H24N4O2S in the gas phase. The level of theory is wB97M-V/def2-TZVPD.

Last column: Mulliken charge in e.
CARTESIAN COORDINATES (ANGSTROEM)
C 1.76 1.25 -6.51  -1.0842
H 1.03 0.57 -6.93  0.3289
H 2.62 0.67 -6.17  0.3266
H 2.10 1.93 -7.29  0.3577
C 1.15 2.03 -5.34  -1.0024
C 0.69 1.08 -4.27  0.6957
C -0.58 0.53 -4.30  -0.7536
C -1.00 -0.36 -3.34  -0.5739
C -0.13 -0.74 -2.31  0.6958
C 1.15 -0.20 -2.27  -0.4245
C 1.54 0.70 -3.24  -0.8426
H 2.54 1.12 -3.19  0.3547
H 1.82 -0.48 -1.48  0.4782
N -0.62 -1.64 -1.35  0.0255
C -0.03 -2.06 -0.21  0.3325
O 1.11 -1.81 0.12  -0.7169
C -0.96 -2.86 0.69  -1.1641
H -0.35 -3.35 1.45  0.4398
H -1.50 -3.63 0.14  0.4955
C -1.98 -1.91 1.36  -0.2886
N -1.32 -0.75 1.92  0.3334
C -1.43 0.44 1.30  0.3650
S -2.47 0.71 0.03  -0.3887
N -0.73 1.52 1.76  -0.0113
C 0.56 1.63 2.30  -0.1290
C 1.54 0.66 2.12  0.4622
C 2.79 0.84 2.67  -0.8809
C 3.09 1.99 3.39  -0.4989
C 2.12 2.97 3.55  -0.5763
C 0.86 2.79 3.01  -0.5680
H 0.11 3.56 3.12  0.4633
H 2.35 3.87 4.09  0.3817
H 4.07 2.12 3.81  0.3953
H 3.55 0.08 2.52  0.4536
H 1.33 -0.22 1.54  0.4795
H -1.08 2.39 1.36  0.3323
C -0.86 -0.93 3.28  -0.5736
H -0.35 -0.04 3.64  0.5498
C -2.08 -1.21 4.16  -0.7667
N -2.78 -2.36 3.64  -0.0873
C -2.81 -2.73 2.34  -0.1893
O -3.45 -3.69 1.96  -0.6658
H -3.39 -2.88 4.26  0.2589
H -1.76 -1.43 5.18  0.4262
H -2.74 -0.33 4.17  0.2871
H -0.17 -1.78 3.31  0.1876
H -2.68 -1.55 0.59  0.6038
H -1.59 -1.90 -1.49  0.2358
H -2.00 -0.77 -3.37  0.3580
H -1.27 0.82 -5.09  0.3779
H 0.30 2.61 -5.70  0.3538
H 1.89 2.72 -4.94  0.3506

Properties
Structure (SMILES) ... CCc1ccc(NC(=O)C[C@H]2C(=O)NCCN2C(=S)Nc2ccccc2)cc1
Frontier orbital gap ... 8.63 eV
Multiplicity ... 1
Relative energy (zero: lowest compared OMol25 entry of this formula, charge and spin) ... 0.569 eV
E ... -1582.39111 Ha

---

This record from the Open Molecules 2025 dataset describes 2 unconnected molecules or ions with the total composition CH6NOS. The level of theory is wB97M-V/def2-TZVPD.

Last column: Mulliken charge in e.
CARTESIAN COORDINATES (ANGSTROEM)
S 0.81 -1.23 2.36  -0.8356
H -0.45 -1.68 2.25  0.0077
N 0.10 -0.02 -1.69  -0.6679
C -0.01 0.89 -0.50  -0.2354
O -0.89 0.46 0.49  -0.4451
H -0.72 -0.61 -1.60  0.2697
H 0.91 -0.61 -1.48  0.2767
H -0.45 1.82 -0.84  0.1775
H 1.01 1.06 -0.16  0.3108
H -0.32 -0.08 1.15  0.1416

Properties
Frontier orbital gap ... 7.61 eV
Multiplicity ... 1
Relative energy (zero: lowest compared OMol25 entry of this formula, charge and spin) ... 0.235 eV
E ... -569.91812 Ha
Net charge ... -1